Record 1
ORCA calculation (wB97M-V/def2-TZVPD) on 4 unconnected molecules or ions with the total composition C2H11O3S at a distorted geometry.

```
17
Properties=species:S:1:pos:R:3:forces:R:3
C -0.647540 1.045290 -1.310521 1.354 0.479 0.562
C -0.875241 1.026718 0.231072 -1.470 -0.904 0.098
S -1.168880 -0.812137 0.720480 0.114 1.982 -0.500
H 0.041518 0.207529 -1.551853 0.087 0.808 0.130
H -1.471463 0.843482 -1.974149 -0.842 0.195 0.336
H -0.216985 2.058442 -1.589521 -0.371 -1.258 0.198
H 0.006498 1.291169 0.793487 0.559 0.077 -0.217
H -1.679805 1.710254 0.631743 0.526 -1.029 -0.749
H 2.069853 -1.346946 -0.306606 -0.590 -1.071 -0.663
H 1.270927 -0.643621 0.886428 1.039 -0.661 -1.150
O 2.111191 -0.690056 0.361083 -0.253 1.569 1.767
H 3.041651 0.769196 -1.030732 1.134 -3.350 4.619
H 1.830933 1.417770 -1.676283 1.074 -0.365 0.256
O 2.798750 1.279453 -1.703649 -2.150 3.779 -4.894
H -2.835815 -2.577276 3.032982 0.024 -1.395 0.596
H -2.050937 -2.414810 1.954332 0.825 -0.446 -1.052
O -2.224654 -3.164457 2.531706 -1.059 1.590 0.663
```
Forces are in eV/Å.

The highest occupied orbital energy (alpha / beta) is -10.398 / -9.996 eV. The value obtained for the total energy is -19227.9195 eV. The multiplicity is 2. The calculation puts the energy relative to the best compared isomer or geometry (same formula, charge and spin) at 79.6 kJ/mol. The expectation value of S² is 0.75. Its orbital gap (alpha / beta) is 10.89 / 7.03 eV.

Record 2
ORCA calculation (wB97M-V/def2-TZVPD) on 4 unconnected molecules or ions with the total composition C2H11O4.

```
17
Properties=species:S:1:pos:R:3:forces:R:3
C 0.679004 -1.098386 -0.698854 -0.691 0.279 -0.155
O 0.708552 -0.578056 0.561439 0.649 0.140 0.042
C -0.177046 -0.227433 -1.660872 0.640 -0.367 -0.195
H 1.684003 -1.235873 -1.146897 0.057 0.046 0.035
H 0.188604 -2.095451 -0.725585 0.175 -0.178 -0.053
H -1.214874 -0.416163 -1.370532 -0.029 0.534 -0.203
H 0.131239 0.824053 -1.584123 -0.336 -0.147 0.267
H -0.014873 -0.503412 -2.719379 -0.238 -0.157 0.244
H 3.199208 -0.107355 1.944017 0.047 0.058 0.056
H 2.270107 -0.803494 0.964779 -0.456 0.059 0.183
O 3.196966 -0.862295 1.352590 0.318 -0.045 -0.034
H -2.425803 3.789867 -0.469058 0.036 -0.355 -0.033
H -3.030522 2.484176 -1.053671 0.296 -0.049 0.158
O -3.189284 3.422270 -0.924829 -0.298 0.361 -0.113
H -0.587832 -1.294151 3.148678 -0.172 -0.037 0.057
H -0.350039 -0.551323 1.863351 -0.102 -0.195 -0.857
O -1.067412 -0.746974 2.518944 0.101 0.054 0.600
```
Forces are in eV/Å.

The highest occupied orbital energy is -3.777 eV. The value obtained for the total energy is -10443.2313 eV. The net charge is -1. The calculation puts the energy relative to the best compared isomer or geometry (same formula, charge and spin) at 63.5 kJ/mol. Its orbital gap is 7.41 eV.